# 1
{
  "formula": "C3H7PS2",
  "method": "ωB97M-V/def2-TZVPD",
  "species": ["C", "C", "C", "P", "S", "S", "H", "H", "H", "H", "H", "H", "H"],
  "coordinates": [[-1.75971, 0.76359, -1.04217], [-2.16808, -0.24054, -0.35727], [1.62287, 0.11814, 1.09756], [-1.00152, -1.35556, 0.70721], [1.36456, 1.10832, -2.49555], [0.02741, -0.21556, 1.99434], [2.28897, 0.23068, -2.68050], [-1.04819, 1.34541, -1.49368], [-3.13073, -0.62337, -0.41679], [2.08817, -0.80657, 0.89590], [2.09658, 0.69431, 1.88567], [1.50445, 0.63530, 0.18966], [-1.88478, -1.65414, 1.71562]],
  "forces_ev_per_a": [[-1.53, -1.13, 0.36], [2.43, 0.08, 0.82], [-1.36, -0.17, 1.89], [-0.50, -0.58, -2.03], [-1.15, 1.19, 0.14], [1.21, 1.38, 0.35], [1.14, -1.18, -0.21], [1.46, 1.30, -0.61], [-1.96, -0.60, 0.04], [0.77, -1.03, 0.04], [0.67, 0.10, -0.41], [-0.31, 0.97, -0.81], [-0.87, -0.33, 0.43]],
  "largest_force_ev_per_a": 2.56,
  "e_tot_ev": -34178.63717,
  "e_homo_ev": [-8.71, -7.64],
  "de_lowest_kj_mol": 415.8
}

# 2
{
  "formula": "C5H10N2O2",
  "method": "ωB97M-V/def2-TZVPD",
  "species": ["C", "N", "C", "C", "O", "C", "C", "N", "O", "H", "H", "H", "H", "H", "H", "H", "H", "H", "H"],
  "coordinates": [[1.09868, 0.28923, -1.30202], [0.96181, 0.11518, 0.12815], [2.11244, -0.48679, 0.76706], [0.27758, 1.13107, 0.85647], [0.83663, 1.86400, 1.64791], [-1.12915, 1.02964, 0.53618], [-1.55268, -0.22908, 0.17999], [-2.56080, -0.43517, -0.73752], [-1.20909, -1.32949, 0.90066], [1.22835, -0.67938, -1.78915], [1.97381, 0.91405, -1.53491], [0.21433, 0.78264, -1.69798], [3.01558, 0.11881, 0.64069], [1.90788, -0.56460, 1.83377], [2.29098, -1.47299, 0.33472], [-1.77933, 1.88858, 0.50414], [-2.98103, 0.39934, -1.11531], [-3.20041, -1.20235, -0.59616], [-1.50557, -2.13269, 0.44330]],
  "forces_ev_per_a": [[0.12, 0.14, 0.10], [0.42, -0.06, 0.24], [0.05, 0.55, 0.03], [0.27, -0.50, 0.20], [-0.08, 0.00, -0.02], [0.25, -0.53, -0.35], [-1.64, 0.55, 0.81], [0.22, -0.11, 0.35], [0.02, 0.02, -0.90], [-0.02, -0.01, -0.05], [-0.03, -0.06, -0.09], [-0.01, -0.05, -0.07], [0.14, -0.02, 0.02], [0.09, -0.13, -0.04], [-0.05, -0.03, 0.05], [-0.08, 0.02, -0.31], [0.13, -0.05, -0.11], [-0.09, 0.10, 0.12], [0.28, 0.18, 0.03]],
  "largest_force_ev_per_a": 1.91,
  "e_tot_ev": -12421.19471,
  "e_homo_ev": -8.27,
  "de_lowest_kj_mol": 219.8
}

What is the formula in the second record?
C5H10N2O2